C91H201N9O14 | wB97M-V/def2-TZVPD

gap between HOMO and LUMO	8.51	eV
energy above the lowest of the compared OMol25 structures with the same formula, charge and spin	393.0	kJ/mol
HOMO	-8.1	eV

CARTESIAN COORDINATES (ANGSTROEM)
H -12.62 -23.01 13.05
H -14.10 -28.10 25.43
H -7.68 -19.91 20.85
C -14.38 -26.47 23.96
C -7.98 -21.33 19.20
H -18.62 -22.33 22.92
H -12.04 -14.44 18.12
H -10.31 -20.51 22.40
H -7.94 -22.39 14.80
C -22.54 -22.25 20.32
C -12.01 -20.07 19.80
H -15.83 -14.60 21.39
O -8.08 -20.99 25.52
C -9.72 -13.17 15.76
H -16.22 -14.13 24.17
H -13.44 -13.08 24.88
H -15.14 -24.60 19.70
C -12.70 -17.79 19.00
H -16.06 -20.74 25.68
H -15.80 -27.94 24.71
C -11.75 -28.05 17.00
C -14.38 -13.61 25.11
C -13.81 -21.36 17.89
H -13.68 -11.48 16.45
H -13.30 -21.59 25.25
C -19.21 -25.77 16.15
O -14.08 -17.42 23.31
H -13.87 -24.75 25.11
H -21.88 -18.94 20.43
H -18.96 -25.37 12.73
H -9.76 -25.13 15.09
H -9.61 -23.85 16.13
H -8.50 -21.06 27.99
C -14.72 -27.86 24.49
H -11.27 -22.05 20.26
C -15.94 -20.45 24.66
H -11.03 -12.10 12.66
C -10.71 -10.84 15.01
H -19.35 -26.86 16.09
C -11.43 -29.36 16.35
H -21.54 -26.28 14.80
H -8.44 -16.59 22.33
C -8.98 -18.03 16.86
H -21.06 -22.99 22.70
C -18.64 -17.89 19.80
H -12.91 -13.83 22.93
H -11.79 -19.13 14.96
H -10.21 -20.81 28.78
H -11.35 -25.32 22.70
H -8.42 -22.30 19.07
C -11.58 -14.23 17.13
H -18.51 -21.21 14.82
H -19.87 -25.42 16.93
H -9.05 -18.85 26.10
H -7.48 -21.73 25.67
C -14.69 -15.06 23.04
H -10.89 -10.45 15.99
H -10.14 -16.97 22.21
H -8.20 -22.50 23.33
C -10.31 -21.29 13.65
H -11.86 -15.45 24.26
H -12.25 -30.11 16.48
H -21.19 -25.06 13.52
H -17.49 -25.92 17.49
C -10.05 -19.19 26.36
C -12.17 -21.57 19.85
H -11.16 -29.21 15.33
H -15.38 -16.32 21.43
H -9.31 -12.31 13.16
C -10.71 -12.38 14.86
C -12.23 -16.19 24.99
O -19.62 -23.03 13.58
H -7.54 -16.82 19.13
H -9.23 -17.59 12.26
H -19.35 -26.88 13.53
H -11.65 -15.99 25.90
H -22.16 -23.23 20.65
C -13.21 -25.24 21.50
H -9.23 -23.54 24.21
H -9.18 -18.41 17.83
H -9.44 -14.11 15.28
C -12.31 -21.09 25.21
H -11.29 -10.26 14.29
H -6.09 -21.68 18.81
C -10.15 -20.71 26.62
C -13.45 -14.56 22.34
H -16.99 -25.83 15.84
C -7.66 -20.99 20.64
C -13.84 -14.19 16.09
H -15.52 -19.38 17.97
C -9.07 -17.15 20.35
N -13.63 -19.89 18.01
H -11.25 -25.61 19.01
C -12.88 -26.55 23.61
C -9.57 -24.98 16.09
H -12.01 -17.79 18.14
C -8.74 -19.59 12.95
H -19.09 -16.98 20.23
H -10.39 -13.65 13.30
H -16.16 -24.04 22.83
O -20.21 -21.38 18.75
O -6.81 -21.18 18.37
H -12.41 -20.08 24.76
C -17.90 -21.64 20.39
C -17.95 -23.16 15.36
H -22.67 -21.08 22.54
H -11.99 -24.93 15.45
H -14.10 -14.76 17.00
O -14.72 -19.16 17.45
H -15.89 -22.84 14.72
H -16.63 -15.78 22.49
H -11.57 -15.06 16.47
C -13.38 -23.38 12.31
H -14.77 -13.69 15.86
C -11.92 -25.11 16.52
H -15.28 -23.09 21.64
H -10.31 -12.64 17.76
H -13.60 -12.32 17.99
H -11.19 -19.69 16.48
H -20.30 -24.03 20.85
O -9.37 -27.66 17.31
C -8.98 -20.65 14.05
C -9.95 -20.38 23.37
H -9.60 -16.29 19.91
H -8.51 -25.20 16.28
H -8.89 -18.22 22.15
H -19.40 -23.76 19.41
H -21.68 -24.62 15.22
N -8.86 -19.96 15.39
H -8.89 -12.50 15.84
H -12.78 -23.19 18.50
N -19.34 -23.66 14.81
H -10.39 -18.73 27.28
H -13.02 -21.31 15.96
H -19.92 -20.49 18.47
C -15.01 -21.92 18.65
C -13.02 -27.36 16.36
H -13.56 -17.24 18.58
H -12.36 -26.52 24.54
H -14.87 -25.89 25.98
H -11.83 -22.11 27.07
H -13.35 -25.97 17.99
C -11.99 -28.29 18.48
O -9.03 -20.86 16.45
H -11.65 -19.63 20.76
H -14.86 -20.37 24.46
H -11.03 -20.53 13.36
H -16.56 -18.25 24.99
H -12.81 -28.93 18.78
H -11.93 -17.15 24.52
C -14.26 -14.90 25.99
N -9.40 -21.50 25.58
H -13.99 -18.76 21.25
H -9.66 -10.43 14.75
C -13.59 -24.83 12.51
H -13.64 -17.00 27.18
H -8.72 -20.63 18.80
C -19.60 -25.14 14.79
H -14.94 -26.38 19.85
O -13.83 -25.07 13.90
H -12.66 -27.46 23.10
H -6.97 -21.11 14.33
H -14.54 -23.56 23.22
H -12.30 -17.31 19.94
H -22.45 -19.85 19.00
C -10.01 -21.65 24.20
C -9.27 -22.79 23.46
H -17.29 -21.24 16.04
H -19.25 -18.70 20.23
H -13.65 -18.16 25.91
H -12.31 -27.44 19.03
H -16.61 -24.28 14.01
C -16.82 -23.24 14.29
H -18.38 -23.55 17.26
H -14.54 -20.24 20.60
C -17.60 -23.94 16.65
H -12.95 -23.18 11.33
H -15.17 -17.41 26.22
H -11.09 -28.62 18.91
H -17.71 -20.56 20.65
N -20.22 -21.11 20.17
C -13.83 -21.79 16.49
H -17.18 -22.28 20.93
C -9.52 -18.29 13.03
H -9.54 -14.24 17.73
H -8.96 -20.08 11.98
C -15.70 -15.48 22.02
C -22.42 -19.82 20.08
C -9.17 -17.22 21.86
H -16.32 -21.22 24.06
H -9.48 -18.06 19.81
H -9.47 -25.73 18.84
C -11.50 -22.02 24.27
H -19.38 -17.62 17.68
H -18.55 -24.03 20.91
C -11.68 -21.09 26.61
C -16.72 -19.14 24.33
H -18.38 -19.51 17.02
C -9.57 -18.67 15.59
O -7.65 -17.01 20.08
H -16.72 -19.25 22.26
H -15.98 -21.46 18.38
C -14.31 -19.24 20.33
H -6.82 -21.53 21.06
H -20.82 -21.84 24.01
H -23.47 -19.85 20.39
H -10.75 -18.95 25.56
C -15.19 -23.89 22.40
H -14.31 -22.83 12.53
H -10.84 -21.91 14.38
H -14.46 -25.23 11.88
N -10.56 -27.14 16.70
C -13.16 -25.96 16.90
H -14.53 -28.62 23.80
O -13.00 -12.32 14.28
H -12.93 -21.83 20.55
H -13.83 -14.08 21.42
H -16.77 -27.21 22.43
O -16.45 -18.68 23.02
H -17.80 -19.34 24.40
H -7.83 -22.16 13.06
H -17.67 -21.65 19.32
C -21.65 -21.09 20.68
H -10.63 -18.50 12.81
N -12.04 -13.09 15.02
H -9.62 -23.01 22.44
C -13.19 -19.26 19.29
C -10.34 -12.60 13.40
C -18.20 -21.70 15.74
H -14.06 -25.50 16.48
H -14.18 -25.99 14.00
C -7.86 -21.65 14.04
H -13.87 -27.91 16.67
H -15.16 -22.94 18.35
H -12.19 -20.40 27.32
H -11.82 -21.97 23.23
O -18.19 -19.28 17.92
H -19.00 -23.26 12.90
C -11.12 -18.84 15.79
H -11.45 -17.96 16.32
H -14.66 -21.36 15.86
H -9.35 -17.01 16.89
H -12.77 -15.39 22.06
C -14.71 -25.20 21.73
C -10.62 -25.63 17.01
C -9.57 -21.25 27.96
C -21.10 -25.31 14.58
H -15.56 -24.72 24.87
C -12.63 -13.32 16.36
H -17.67 -17.28 17.93
N -15.09 -26.37 22.65
H -23.55 -22.09 20.72
H -10.01 -21.93 12.76
C -13.00 -12.03 17.09
C -19.43 -23.52 20.45
H -12.13 -11.42 17.38
H -8.97 -27.95 16.51
C -10.36 -25.26 18.42
H -22.70 -22.26 19.24
H -16.47 -25.54 20.48
H -17.07 -22.64 13.41
H -11.72 -21.92 17.77
C -15.41 -25.47 20.37
N -14.52 -16.24 23.98
H -14.98 -17.85 23.15
C -18.50 -17.93 18.30
H -17.84 -26.16 13.86
C -15.21 -13.92 23.85
H -13.87 -22.86 16.32
H -16.61 -23.66 17.00
H -11.19 -19.82 19.11
H -9.68 -22.31 27.95
C -9.26 -17.73 14.40
C -13.73 -16.08 25.19
H -10.61 -19.58 23.71
H -9.84 -16.82 14.60
H -12.86 -27.36 15.24
C -19.29 -22.03 20.84
C -20.75 -21.98 22.93
H -10.36 -24.19 18.58
H -12.64 -24.40 23.37
H -12.70 -25.31 12.23
H -8.11 -20.96 16.77
H -13.67 -14.92 15.31
C -14.09 -17.22 26.18
H -13.07 -26.12 20.88
H -12.05 -24.14 16.95
H -7.71 -19.34 12.97
C -19.35 -21.73 22.39
H -17.59 -17.99 20.12
H -21.39 -19.89 22.53
H -8.86 -20.14 23.34
H -13.60 -14.78 26.86
C -21.67 -20.90 22.20
H -19.08 -20.66 22.52
H -8.56 -21.39 21.12
H -14.89 -21.96 19.71
H -15.23 -15.12 26.43
H -10.54 -29.85 16.69
O -16.55 -26.34 22.77
C -12.45 -25.28 22.82
H -12.90 -24.38 20.87
H -12.85 -11.42 14.60
H -15.17 -18.66 20.00
H -7.90 -18.04 16.60
H -15.29 -13.00 23.29
C -14.72 -25.41 25.02
C -10.22 -13.54 17.17
H -14.96 -12.95 25.69
H -11.61 -23.06 24.69
C -18.86 -25.89 13.65
C -12.57 -22.10 18.49
H -8.22 -17.51 14.47
C -17.74 -25.42 16.53
H -19.00 -21.50 16.44

C43H35FN14O3Pb | wB97M-V/def2-TZVPD

gap between HOMO and LUMO (alpha / beta)	3.67 / 2.72	eV
total charge	+2
energy above the lowest of the compared OMol25 structures with the same formula, charge and spin	277.8	kJ/mol
HOMO (alpha / beta)	-11.8 / -11.7	eV

CARTESIAN COORDINATES (ANGSTROEM)
H -5.07 3.66 -4.57
H 4.74 1.40 -0.60
H -5.64 2.17 -5.29
C -0.61 2.62 1.15
C -5.30 1.33 -2.78
C -0.31 4.82 0.20
C 4.31 -4.32 -0.48
H 1.67 5.16 -0.56
H 5.12 -3.54 3.32
C -1.49 -4.54 1.14
O -0.82 0.06 -0.92
C -0.19 1.50 -2.68
H 5.51 2.28 4.29
C -0.18 -4.89 0.95
N 2.88 -2.41 -0.70
C -1.16 0.79 -1.83
C 4.78 1.42 0.48
C -4.77 2.65 -4.85
H -2.54 -3.03 4.57
H -0.70 5.80 -0.05
F -5.83 0.10 -0.88
N 0.07 -2.31 3.57
C 1.42 -2.59 3.42
C -4.26 -1.74 4.27
C -2.92 -2.11 4.15
H -2.15 4.09 1.09
C -4.90 0.62 -1.66
N -1.99 2.32 -4.05
C -4.35 1.89 -3.62
H -4.23 1.27 2.65
H 5.85 -1.88 -2.23
H -2.77 5.29 -5.52
C 4.06 -3.31 3.36
C 1.43 3.20 0.28
C -2.36 3.21 -5.21
N -1.52 1.80 1.78
N 5.34 1.77 2.40
C -2.09 -1.23 3.48
N -0.27 -0.19 2.42
H -3.88 3.34 -6.70
C -3.56 0.43 -1.33
C -3.63 2.69 -5.86
H 1.12 -4.21 4.77
C -2.61 0.98 -2.14
H 3.64 -0.83 -1.79
H 6.69 2.91 3.24
H -1.48 4.99 -4.35
C 3.10 -3.64 -0.28
C 1.85 -3.69 4.17
C 3.55 -2.25 2.62
C -1.39 0.61 2.31
C -2.99 1.73 -3.27
H -3.28 -0.14 -0.45
H 4.45 -5.33 -0.10
N 5.75 2.01 1.17
O 1.89 0.74 -1.78
H 6.26 -4.19 -1.33
N 4.24 1.11 2.53
C 3.19 -4.05 4.14
N 2.27 -1.90 2.63
O 1.79 2.67 -2.95
H -3.17 4.74 -3.89
C -1.13 3.88 0.82
H -4.94 -2.40 4.79
C 0.99 4.48 -0.07
C 3.88 -1.81 -1.40
H 0.15 -5.92 1.05
H -6.36 1.42 -3.01
N 0.41 -2.62 0.42
Pb 1.49 -0.35 0.65
C -0.65 -1.30 3.15
C -2.45 4.65 -4.70
H 0.00 2.78 -4.37
H -1.14 -1.26 0.41
H -2.89 -2.88 1.08
C 5.32 -3.69 -1.17
H -2.22 -5.29 1.42
H 4.20 -1.67 1.97
H -5.78 -0.29 3.83
H 3.54 -4.89 4.73
C 5.10 -2.40 -1.66
C 0.74 -3.89 0.58
H -1.54 3.12 -5.91
N 0.67 2.28 0.85
N 6.10 2.13 3.49
C -3.88 0.33 3.06
C -0.89 -2.31 0.58
C -2.55 -0.05 2.95
C 1.33 1.61 -2.47
N 2.08 -4.26 0.42
C -0.69 2.23 -3.75
H 2.45 2.90 0.06
H 2.28 -5.21 0.67
C -4.73 -0.54 3.73
C -1.87 -3.21 0.94
N 3.85 0.87 1.28
H -3.45 1.69 -6.26

- Look up the energy above the lowest of the compared OMol25 structures with the same formula, charge and spin of the first one.
  393.0 kJ/mol